# 1
C28H62NOP | wB97M-V/def2-TZVPD

**LUMO energy**: -0.279 eV
**E_tot**: -42862.064 eV
**Multiplicity**: 1
**HOMO-LUMO gap**: 5.484 eV

Element x y z (Å)
P 0.62 1.42 -0.53
O -0.43 -0.08 -2.63
N 0.75 -4.82 0.34
C -1.85 0.47 5.22
C -2.07 0.19 -4.40
C -0.44 7.60 -4.25
C 1.85 5.32 -2.02
C 0.41 -7.10 2.22
C 0.45 1.03 -2.41
C 2.54 1.10 -0.43
C 2.09 -4.19 0.58
C 0.34 -5.66 2.70
C 0.58 5.89 -2.67
C 0.83 7.13 -3.52
C 0.94 -6.26 -0.08
C 0.84 3.30 -0.83
C -0.30 -2.66 -0.57
C 0.38 0.31 2.09
C -3.06 -0.42 4.90
C -0.39 7.32 -5.76
C 0.14 0.38 3.60
C 0.08 -4.11 -0.82
C 1.38 -7.18 1.05
C -1.61 -2.37 0.16
C -0.09 -4.72 1.59
C -3.30 -1.47 5.98
C 3.07 -0.12 -0.45
C -1.19 1.06 3.96
C 1.82 3.79 -1.90
C -1.76 0.26 -2.91
C 0.65 1.63 1.40
H -1.12 -0.15 5.75
H -2.15 1.25 5.91
H -0.17 3.68 -1.05
H -1.86 0.95 3.11
H 0.52 -2.10 -0.12
H 1.60 2.04 1.75
H 1.30 -5.35 3.11
H -1.03 2.13 4.10
H -1.40 7.24 -6.18
H 1.43 -8.19 0.65
H 1.21 -0.37 1.88
H 2.83 3.44 -1.68
H 0.13 -0.63 4.01
H -1.54 -2.43 1.24
H 2.71 5.60 -2.63
H 2.49 -0.96 -0.85
H 1.60 6.89 -4.25
H 0.14 8.10 -6.30
H 0.45 -0.04 -0.33
H -0.02 -6.59 -0.47
H 1.96 5.75 -1.02
H 3.24 1.92 -0.25
H -0.79 -4.70 -1.10
H 0.12 5.12 -3.30
H 0.04 1.90 -2.96
H -3.15 0.28 -4.56
H 4.06 -0.34 -0.07
H -2.00 1.26 -2.52
H -0.52 -0.14 1.63
H 2.61 -4.72 1.37
H -4.24 -2.01 5.82
H -2.87 -0.93 3.95
H -2.49 -2.20 5.99
H -0.59 -7.43 1.89
H -1.75 -0.77 -4.81
H -1.90 -1.34 -0.07
H -0.15 2.34 1.64
H 0.11 6.37 -5.95
H 2.39 -6.93 1.38
H -2.41 -3.04 -0.17
H 1.66 -6.25 -0.89
H 0.96 0.93 4.07
H -0.39 -5.55 3.51
H -3.34 -1.02 6.97
H -1.12 -4.92 1.28
H 0.81 -4.17 -1.63
H 0.71 -7.77 3.02
H 1.55 3.40 -2.89
H -3.95 0.20 4.79
H 1.14 3.76 0.12
H -0.87 1.56 -0.47
H 1.42 0.81 -2.86
H 2.67 -4.26 -0.34
H -1.31 7.12 -3.82
H 1.95 -3.15 0.85
H -0.56 8.68 -4.10
H -0.16 6.12 -1.90
H -0.40 -2.22 -1.57
H -2.41 -0.44 -2.38
H 1.21 7.93 -2.88
H -1.59 0.99 -4.95
H -0.02 -3.68 1.91

---

# 2
C28H63F3NO6Si | wB97M-V/def2-TZVPD

**LUMO energy (spin up / spin down)**: 0.544 / 0.423 eV
**<S²>**: 0.754
**E_tot**: -59859.592 eV
**Multiplicity**: 2
**HOMO-LUMO gap (spin up / spin down)**: 8.744 / 9.603 eV

Element x y z (Å)
Si -4.40 -0.07 0.04
F -3.48 -2.48 -5.76
F -1.21 -2.37 -5.26
F -2.16 -0.93 -6.68
O -0.07 -2.98 0.53
O 5.19 3.59 -3.32
O -1.43 -7.92 1.72
O 1.25 2.43 1.55
O 3.58 5.79 -1.52
O -2.41 -1.03 -3.02
N -0.98 -2.90 1.46
C 2.62 2.29 1.20
C -5.27 -0.34 -1.66
C -0.23 -8.09 3.80
C -2.37 -1.65 -5.48
C 3.39 1.69 2.37
C -2.62 -0.82 0.11
C -2.13 -0.56 1.64
C -1.48 -7.57 3.10
C 0.41 -0.84 1.94
C 2.73 7.73 -0.36
C -2.74 -8.14 3.72
C 7.33 2.84 -2.50
C -1.57 -0.07 -0.82
C -5.57 -0.91 1.34
C 7.13 4.80 -4.06
C -3.39 -3.58 2.15
C 4.51 7.93 -2.12
C 6.57 3.44 -3.67
C 3.95 7.07 -1.00
C -2.74 -0.61 -4.35
C -4.28 1.77 0.57
C -1.01 -1.58 2.15
C -2.32 -3.35 1.00
C -1.16 -1.71 3.76
C -2.79 -2.39 -0.19
C 3.19 3.65 0.81
C -2.08 -4.81 0.32
C -2.04 0.19 -2.31
H 2.33 7.10 0.43
H -3.22 2.15 0.42
H 2.96 0.72 2.64
H 0.59 -0.55 0.86
H -1.65 0.48 1.68
H 7.25 3.48 -1.62
H -2.11 -1.24 4.14
H -1.12 0.61 -2.87
H -0.30 -1.15 4.25
H -2.16 -2.68 -1.10
H -1.50 -6.48 3.15
H -2.32 0.39 -4.66
H 1.26 -1.51 2.29
H -3.66 -2.59 2.64
H -5.07 2.43 0.10
H -0.16 -9.18 3.72
H 2.67 1.62 0.34
H 7.05 5.51 -3.23
H -5.17 -0.84 2.40
H -2.82 -7.87 4.78
H 2.63 4.08 -0.02
H 6.61 2.77 -4.53
H 5.14 4.18 -2.56
H -1.17 0.90 -0.37
H 1.19 3.03 2.31
H -3.01 -0.50 2.36
H 3.11 4.36 1.65
H -4.36 -3.98 1.71
H -3.63 -7.77 3.20
H -2.76 -9.23 3.64
H -4.44 1.78 1.71
H -2.83 1.01 -2.41
H -1.40 -8.88 1.66
H -5.10 0.51 -2.39
H -3.86 -2.67 -0.46
H -1.59 -4.70 -0.69
H -5.72 -2.02 1.13
H 4.82 8.91 -1.75
H 4.72 6.91 -0.24
H -1.37 -5.36 1.02
H 4.24 3.57 0.52
H 0.67 -7.68 3.34
H 6.90 1.87 -2.23
H -3.00 -4.33 2.91
H 4.44 1.55 2.12
H 8.18 4.72 -4.35
H 6.57 5.23 -4.89
H -4.87 -1.31 -2.10
H -0.65 -0.76 -0.89
H -6.58 -0.37 1.36
H -3.88 -0.49 -4.38
H -1.14 -2.79 4.11
H 5.38 7.44 -2.58
H 1.93 7.86 -1.10
H 2.90 5.93 -2.19
H -3.08 -5.35 0.25
H 3.31 2.33 3.25
H -6.38 -0.49 -1.44
H 8.38 2.70 -2.75
H 2.99 8.70 0.06
H 0.39 0.14 2.52
H 3.77 8.07 -2.92
H -0.24 -7.82 4.86

---

# 3
C28H64CrNO21S5 | wB97M-V/def2-TZVPD

**LUMO energy (spin up / spin down)**: -0.144 / 0.070 eV
**<S²>**: 3.777
**E_tot**: -157156.213 eV
**Multiplicity**: 4
**HOMO-LUMO gap (spin up / spin down)**: 8.171 / 8.634 eV

Element x y z (Å)
Cr 2.28 -2.45 0.83
S -3.13 -0.44 3.25
S 0.27 -4.23 3.25
S 5.27 2.78 -1.49
S 2.04 0.10 3.27
S 0.56 -2.16 -3.84
O 0.01 0.37 -0.83
O 0.94 -3.38 2.16
O 0.67 -1.70 -5.27
O -3.70 -5.10 1.76
O 2.18 3.22 -4.04
O 3.62 -3.33 2.15
O 2.17 -5.23 -2.06
O 1.47 -4.30 -0.13
O 1.63 2.11 -2.09
O -2.80 0.01 4.66
O 1.98 -0.77 -0.42
O 5.77 -2.72 2.49
O -0.54 3.96 1.47
O 1.14 5.48 1.04
O 4.33 -1.81 1.10
O 3.03 -3.43 -0.99
O -5.22 0.95 -0.59
O 5.48 2.67 -3.01
O 2.05 -1.07 2.35
O -4.49 2.18 -2.43
O 0.33 -1.61 0.26
N -4.22 -3.40 0.34
C -1.47 5.00 1.42
C 7.01 2.92 -0.75
C -2.92 -3.13 -0.24
C 1.76 4.49 -3.59
C -4.54 -4.35 1.28
C 2.92 5.33 -3.07
C -5.19 1.17 -1.80
C 0.19 -3.95 -4.04
C -6.11 0.49 -2.75
C 4.60 -2.63 1.93
C -3.57 3.04 -1.81
C -2.78 4.45 1.91
C 2.25 -4.35 -1.11
C 5.16 1.08 -0.81
C -1.45 -3.61 3.47
C 1.27 -0.58 4.85
C 2.47 0.92 -3.98
C 0.75 -0.64 -0.37
C -4.40 0.72 2.71
C -1.82 0.20 2.18
C 1.64 3.12 1.24
C -2.30 2.23 -1.64
C 2.04 2.15 -3.27
C 0.73 4.33 1.19
C -5.22 -2.40 -0.11
C -1.08 -1.61 -3.18
C -0.11 -5.95 2.49
C 3.79 0.30 3.93
H -2.58 -2.10 -0.11
H 2.29 3.12 2.11
H -6.16 -2.56 0.42
H -1.94 -3.41 2.51
H -3.55 5.22 1.80
H 5.49 -3.15 3.30
H 7.52 2.06 -1.20
H -2.31 1.51 -0.83
H 2.38 1.02 -5.06
H -6.40 1.16 -3.56
H -5.30 0.23 3.08
H -5.66 -0.47 -3.04
H -1.48 -2.69 4.05
H 0.90 0.28 5.41
H 1.95 -1.27 5.36
H 1.27 5.14 -4.32
H -3.24 3.81 -2.50
H -1.58 5.59 0.51
H -1.23 5.89 2.00
H -2.08 0.27 1.13
H -1.56 1.22 2.49
H 0.98 4.34 -2.85
H -3.91 3.41 -0.85
H -4.86 -1.44 0.26
H 1.07 -4.52 -4.32
H -2.19 -3.78 0.25
H 6.99 3.05 0.33
H 7.43 3.85 -1.13
H -2.09 1.70 -2.56
H 4.44 0.67 3.14
H -2.64 4.28 2.98
H -3.17 3.54 1.46
H 3.96 -0.71 4.31
H 2.34 3.09 0.41
H -1.85 -2.05 -3.82
H -1.97 -4.44 3.95
H -4.32 1.76 3.01
H -7.03 0.32 -2.21
H -0.26 -4.26 -3.10
H 2.54 6.18 -2.51
H 5.52 0.98 0.21
H 3.49 0.67 -3.66
H 0.77 -6.50 2.15
H 1.07 2.19 1.18
H -1.41 2.84 -1.46
H -1.10 -1.97 -2.15
H -0.70 -5.76 1.60
H 0.35 -1.15 4.74
H 5.73 0.41 -1.45
H 3.56 5.79 -3.82
H -2.86 -3.33 -1.31
H -0.88 -0.34 2.27
H 3.73 1.08 4.68
H 4.11 0.82 -0.96
H 0.75 0.91 -1.12
H -0.64 -3.98 -4.73
H 1.45 -5.77 -1.73
H -0.83 -6.55 3.04
H 1.83 0.10 -3.69
H -4.44 0.64 1.62
H -0.98 -0.53 -3.07
H -5.59 -4.34 1.60
H 3.48 4.75 -2.33
H -5.34 -2.27 -1.19

---

# 4
C28H65BF7N2O14P2S2Si | wB97M-V/def2-TZVPD

**Net charge**: -1
**LUMO energy**: 2.134 eV
**E_tot**: -129560.328 eV
**Multiplicity**: 1
**HOMO-LUMO gap**: 7.379 eV

Element x y z (Å)
S -2.16 1.58 -5.83
S -2.43 -0.34 1.18
P -0.63 2.56 -1.10
P 0.14 4.37 0.16
Si -3.61 3.51 1.79
F 1.62 0.95 -0.56
F 3.58 2.14 -1.49
F 2.44 3.73 -2.48
F 1.28 1.39 -2.72
F -0.41 -2.03 0.68
F 0.13 -0.37 2.06
F -1.17 -2.01 2.75
O 6.38 0.84 1.03
O 8.18 -1.32 0.16
O -0.68 1.54 0.39
O 6.83 -4.33 3.10
O 6.27 -7.10 3.90
O -1.07 5.45 0.48
O -1.27 -5.62 -2.97
O -0.59 -0.33 -1.66
O -3.27 -0.42 2.34
O -2.36 0.70 -2.78
O 1.13 5.35 -0.72
O -3.19 -5.32 -0.77
O -2.88 -0.99 -0.02
O -2.21 3.12 -0.64
N 0.83 4.01 1.51
N -7.11 2.77 -2.56
C -4.53 5.03 1.13
C -7.28 3.45 -1.28
C 9.28 -0.51 0.51
C -4.76 2.58 2.95
C 7.21 -1.43 1.20
C -6.66 1.12 -0.29
C -3.51 -5.81 -2.06
C 6.03 -0.53 0.96
C -2.91 -3.92 -0.75
C -0.69 3.72 -2.59
C -5.16 0.89 0.03
C -0.94 2.58 -4.89
C 1.23 1.92 -1.44
C 6.24 -6.67 5.25
C 6.53 1.45 -0.25
C -7.20 2.53 -0.05
C -2.95 2.43 0.33
C -0.23 -5.66 -2.01
C -4.22 2.00 -0.46
C 8.21 -4.55 3.36
C 2.42 2.91 -1.39
C -1.93 1.41 0.95
C -2.28 4.23 2.91
C 5.45 -6.32 3.04
C -0.84 -1.23 1.69
C -2.33 -6.51 -2.70
C 6.25 -5.31 2.25
C -1.57 3.47 -3.82
B -1.25 0.87 -1.96
H -4.21 5.18 0.10
H -8.24 3.96 -1.31
H -0.63 -5.60 -0.99
H 2.53 3.46 -0.47
H -1.99 -7.33 -2.06
H -5.64 2.13 2.50
H -1.76 1.66 2.01
H -6.53 4.24 -1.17
H -0.16 1.94 -4.49
H 4.67 -5.82 3.61
H 9.84 -0.30 -0.40
H 6.37 -5.59 5.33
H -0.43 -0.75 -2.50
H -5.13 3.33 3.65
H -2.74 4.35 3.90
H -0.47 3.20 -5.64
H 0.36 -6.57 -2.12
H -6.86 0.76 -1.29
H -3.94 1.77 -1.49
H -5.05 0.61 1.07
H -4.90 -0.02 -0.52
H 8.40 -5.59 3.64
H 6.87 -2.47 1.21
H 7.05 -7.17 5.77
H -1.69 0.36 -5.58
H -2.65 -6.94 -3.65
H -1.93 5.19 2.57
H -2.59 3.17 -3.59
H -2.45 -3.69 0.21
H 5.29 -0.71 1.75
H -4.23 5.92 1.68
H 5.58 -4.79 1.56
H -1.40 3.61 3.05
H -2.21 -3.64 -1.55
H 7.02 -5.81 1.66
H 8.50 -3.90 4.18
H -4.81 2.91 -0.58
H -3.87 -5.00 -2.70
H -8.19 2.46 0.38
H -6.58 3.02 0.68
H 5.55 1.60 -0.71
H 8.95 0.44 0.95
H -4.26 1.83 3.55
H 7.66 -1.22 2.17
H 5.56 -0.75 0.00
H 0.82 3.00 1.60
H -5.61 4.95 1.19
H 7.16 0.85 -0.91
H 9.94 -1.02 1.22
H 0.41 -4.79 -2.18
H -1.69 4.44 -4.29
H -1.23 6.04 -0.25
H 7.00 2.42 -0.10
H 0.65 6.03 -1.18
H -7.20 3.40 -3.34
H -1.11 4.65 -2.18
H 0.29 4.01 -2.95
H -2.92 0.05 -2.35
H -4.33 -6.53 -1.94
H -7.21 0.44 0.35
H -6.22 2.29 -2.61
H 8.81 -4.30 2.48
H 5.29 -6.95 5.72
H -3.83 -3.34 -0.85
H 4.97 -7.01 2.34

---

> Among the records above, which one has the highest E_tot?

C28H62NOP

---

> Among the records above, which one has the highest E_tot?

C28H62NOP